Record 1
This record from OMol25 describes one molecule with the formula C5H15N3 at a distorted geometry. The level of theory is ωB97M-V/def2-TZVPD.

Structure (XYZ):
```
23
Properties=species:S:1:pos:R:3:forces:R:3:nbo_charge:R:1
C -2.497 0.240 -0.648 -0.1798 0.3389 -0.3183 -0.412
N -1.438 0.963 0.040 -0.3476 -0.1469 0.8386 -0.645
C -0.192 0.250 0.321 -0.4113 0.6027 0.6311 0.270
C -0.459 -0.921 1.286 -0.2468 -0.1318 0.2023 -0.631
C 0.717 1.277 1.026 0.1441 0.0260 0.1268 -0.635
N 0.307 -0.237 -0.957 -0.1731 0.5137 -1.2064 -0.667
C 1.725 -0.325 -1.191 -0.0201 -0.5134 -0.2803 -0.051
N 2.258 -1.412 -0.420 0.6755 -0.2864 0.5129 -0.827
H -2.293 0.152 -1.720 -0.1436 -0.3162 -0.0875 0.165
H -3.430 0.803 -0.545 0.1039 -0.0552 0.0111 0.198
H -2.680 -0.755 -0.237 0.2524 0.1943 0.0301 0.203
H -1.252 1.846 -0.426 0.0581 -0.1918 0.1196 0.354
H -1.076 -0.600 2.134 0.1236 0.1218 -0.2072 0.220
H 0.468 -1.326 1.705 -0.0714 0.1250 -0.1737 0.205
H -0.981 -1.752 0.797 0.1464 0.2331 -0.0483 0.217
H 1.659 0.831 1.363 -0.0773 0.0336 -0.1442 0.203
H 0.962 2.122 0.370 -0.0563 -0.1386 -0.0030 0.205
H 0.229 1.688 1.918 -0.0549 -0.2213 -0.2679 0.231
H -0.065 0.389 -1.666 -0.1396 -0.1441 -0.0033 0.354
H 2.261 0.613 -1.016 0.2130 -0.1086 0.3099 0.158
H 1.877 -0.568 -2.248 -0.1766 0.1382 0.0168 0.181
H 1.556 -2.150 -0.435 0.2595 0.0501 -0.0337 0.359
H 2.343 -1.128 0.549 0.1218 -0.1231 -0.0254 0.343
```
Forces are in eV/Å.

## Properties
energy: -9898.155 eV
SMILES string: CNC(C)(C)NCN
Kohn-Sham gap: 0.349 Ha
HOMO energy: -8.531 eV
ΔE to the lowest compared entry with this formula, charge and spin: 0.996 eV

***

Record 2
This record from OMol25 describes one molecule with the formula C5H15N3 at a distorted geometry. The level of theory is ωB97M-V/def2-TZVPD.

Structure (XYZ):
```
23
Properties=species:S:1:pos:R:3:forces:R:3:nbo_charge:R:1
C -1.064 1.909 -1.537 -0.1229 -1.5553 -1.0691 -0.411
N 0.026 1.164 -0.920 -1.1393 0.9623 -0.6489 -0.147
N 1.202 1.213 -1.812 -0.7889 -1.3720 3.0169 -0.722
N -0.590 -0.009 -0.553 1.4996 -3.9552 -0.9295 -0.487
C 0.077 -0.796 0.639 -2.1091 2.2210 -0.0886 0.149
C 1.469 -1.348 0.464 -1.8713 -0.4721 -3.1626 -0.628
C -0.002 0.220 1.845 -0.8226 -2.6514 0.9514 -0.619
C -0.917 -1.926 0.877 -0.6779 2.4035 2.6247 -0.639
H -1.980 2.064 -1.014 -0.4207 -0.7220 1.1352 0.210
H -0.738 2.860 -1.678 1.1760 2.8779 -1.0635 0.187
H -1.340 1.428 -2.504 0.1197 0.3224 0.2156 0.149
H 1.633 2.008 -1.372 0.7113 0.2996 -1.1863 0.377
H 1.032 1.158 -2.796 -0.3547 0.6067 -0.4884 0.349
H -0.779 -0.688 -1.441 0.7568 1.6623 2.4024 0.312
H 1.362 -2.172 -0.310 0.4801 0.5921 1.0596 0.200
H 2.112 -0.644 0.024 1.0449 1.1101 -0.3717 0.228
H 1.820 -1.672 1.377 0.8985 -1.0243 1.8621 0.211
H -0.985 0.494 2.296 0.2313 -0.1904 -1.2648 0.214
H 0.554 1.059 1.644 1.2016 2.1747 -0.4898 0.213
H 0.445 -0.271 2.724 0.3386 -0.0534 -0.3038 0.196
H -1.130 -1.850 2.010 -0.1995 -0.4711 -1.7446 0.208
H -1.805 -1.580 0.308 0.2179 -1.3294 0.4031 0.239
H -0.429 -2.850 0.754 -0.1695 -1.4360 -0.8594 0.211
```
Forces are in eV/Å.

## Properties
energy: -9895.044 eV
SMILES string: CN(N)NC(C)(C)C
Kohn-Sham gap: 0.365 Ha
HOMO energy: -8.938 eV
ΔE to the lowest compared entry with this formula, charge and spin: 4.108 eV

***

Record 3
This record from OMol25 describes an isolated ion of composition C5H15N3 and charge +2 at a distorted geometry. The level of theory is ωB97M-V/def2-TZVPD.

Structure (XYZ):
```
23
Properties=species:S:1:pos:R:3:forces:R:3:nbo_charge:R:1
C -1.434 1.617 1.005 -0.0856 0.3762 0.5336 -0.655
C -0.073 0.900 1.126 0.3537 2.7736 -0.8482 -0.026
N 0.390 1.134 2.557 -0.1429 -0.8099 1.3965 -0.685
C -0.021 -0.560 0.684 0.1462 0.2459 1.8152 -0.478
C 0.077 -0.880 -0.798 -0.2499 -1.0898 0.0189 0.253
N -0.785 -1.876 -1.152 -0.5480 -1.4973 -1.0279 -0.802
C 1.024 -0.401 -1.646 -0.9486 0.2702 2.5479 -0.229
N 1.091 -0.898 -2.988 -0.2443 -0.2896 -0.9155 -0.679
H -2.229 1.210 1.661 0.2495 -0.7420 -0.7978 0.241
H -1.423 2.631 1.458 0.6068 -0.1867 -0.8120 0.246
H -1.703 1.680 -0.062 -0.2612 -0.0250 0.6591 0.261
H 0.687 1.542 0.572 -0.9104 -1.0039 0.3094 0.227
H 1.191 0.530 2.769 -0.1961 -0.1271 0.3074 0.447
H -0.350 1.020 3.290 0.4374 -0.6124 -0.7501 0.454
H 0.717 2.071 2.798 0.0745 0.4155 -0.8188 0.459
H -0.790 -1.095 1.278 -0.4287 0.1710 -1.2272 0.256
H 0.819 -1.047 1.175 0.7914 0.1035 -0.3020 0.254
H -1.517 -2.285 -0.590 0.1284 0.8814 0.7940 0.430
H -0.607 -2.626 -1.821 0.5610 0.8590 -0.2159 0.406
H 1.650 0.389 -1.298 0.6605 0.2002 -0.4343 0.241
H 1.761 -0.399 -3.585 -0.1219 0.1581 0.1791 0.471
H 0.144 -0.761 -3.393 0.4885 -0.4863 -0.3242 0.459
H 1.382 -1.894 -3.037 -0.3601 0.4156 -0.0872 0.450
```
Forces are in eV/Å.

## Properties
energy: -9881.642 eV
SMILES string: C[C@@H]([NH3+])C/C(N)=C/[NH3+]
Kohn-Sham gap: 0.373 Ha
HOMO energy: -16.514 eV
net charge: +2
ΔE to the lowest compared entry with this formula, charge and spin: 1.917 eV

***

Record 4
This record from OMol25 describes C5H15N3 as an isolated structure at a distorted geometry. The level of theory is ωB97M-V/def2-TZVPD.

Structure (XYZ):
```
23
Properties=species:S:1:pos:R:3:forces:R:3:mulliken_charge:R:1
C -1.194 -0.673 -2.108 1.4617 -4.1113 -0.9697 -1.077
C -0.744 -0.830 -0.670 0.8288 4.7430 -0.0838 0.149
C 0.756 -0.493 -0.309 -2.0672 -1.6372 -1.1351 -0.854
C 0.870 0.816 0.367 -0.1116 0.3135 2.0743 -0.653
N 0.749 3.155 1.248 -1.6673 -2.7056 0.8228 -0.059
C -0.154 2.349 1.992 4.0636 -3.5393 0.4076 -0.290
N 0.151 0.807 1.681 0.0188 2.9964 -1.4032 -0.389
N 0.153 -3.200 -0.787 1.0378 3.5885 2.5375 -0.412
H -0.307 -1.209 -2.605 -1.2865 1.1168 -0.1986 0.350
H -1.328 0.296 -2.571 -0.0927 0.5769 0.5661 0.341
H -2.058 -1.362 -2.391 0.6626 1.2508 0.6122 0.342
H -1.340 -0.299 0.093 -0.5303 -1.5039 0.0441 0.431
H 1.268 -0.579 -1.230 0.8579 0.4188 -1.1015 0.538
H 1.139 -1.350 0.202 0.5319 -0.3514 1.0758 0.559
H 0.259 1.577 -0.094 0.6583 0.1507 -1.3794 0.490
H 1.982 1.167 0.463 -1.7083 -0.2745 -0.2850 0.361
H 1.082 4.042 1.559 -0.5886 1.9374 0.8290 0.326
H -0.251 2.312 3.100 0.0682 1.2966 -0.2813 0.456
H -1.165 2.620 1.602 -0.2833 0.3922 -0.3309 0.372
H 0.742 0.398 2.418 -0.6301 0.4678 0.2192 0.366
H -0.008 -3.932 -1.419 -1.7552 -1.2050 -1.7179 0.273
H -0.617 -2.066 -0.711 0.8586 -3.8350 -0.2691 0.040
H 0.014 -3.547 0.168 -0.3271 -0.0861 -0.0331 0.340
```
Forces are in eV/Å.

## Properties
energy: -9870.222 eV
Kohn-Sham gap: 0.199 Ha
HOMO energy: -18.336 eV
net charge: +2
ΔE to the lowest compared entry with this formula, charge and spin: 13.337 eV

***

Record 5
This record from OMol25 describes an isolated ion of composition C5H15N3 and charge +3 at a distorted geometry. The level of theory is ωB97M-V/def2-TZVPD.

Structure (XYZ):
```
23
Properties=species:S:1:pos:R:3:forces:R:3:nbo_charge:R:1
C 2.167 -0.741 0.611 0.4505 -0.0985 -2.7487 -0.628
C 0.994 -1.047 -0.401 1.6218 -1.0038 -0.1082 -0.041
C -0.402 -0.967 0.228 -2.6772 -2.4447 1.7277 -0.551
C -0.888 0.436 0.453 0.5646 0.8689 3.1346 0.299
C -1.010 1.286 -0.656 2.6277 -2.4534 -4.3793 0.125
N -1.524 2.572 -0.874 0.2575 2.9365 1.9456 -0.739
N -1.034 0.964 1.693 -0.4569 0.1736 -0.9422 -0.526
N 1.350 -2.447 -0.928 -0.4519 -0.5269 0.9135 -0.693
H 2.567 0.230 0.332 0.2649 0.1026 0.0830 0.261
H 1.803 -0.647 1.581 -0.2524 -0.3817 1.8787 0.234
H 3.011 -1.487 0.447 -1.0966 1.0126 0.7976 0.264
H 1.124 -0.426 -1.274 -0.2227 0.3136 -0.2408 0.227
H -0.411 -1.531 1.211 0.6508 1.1306 -0.4132 0.295
H -1.386 -1.610 -0.064 2.2483 1.4629 -0.9359 0.351
H -0.517 0.891 -1.663 -1.3683 0.6217 2.2958 0.277
H -1.007 3.259 -1.533 -1.0204 -1.5422 0.2597 0.536
H -1.541 3.127 -0.004 0.4046 0.3124 0.2440 0.462
H -2.532 2.518 -0.963 -1.0815 0.1471 -1.4650 0.504
H -0.933 0.598 2.675 0.1234 -0.5703 -1.3904 0.504
H -1.335 1.940 1.754 0.0157 -0.2654 0.1710 0.419
H 0.949 -2.658 -1.856 -0.7373 -0.5113 0.6866 0.470
H 1.139 -3.136 -0.115 0.4525 0.6415 -2.1807 0.479
H 2.360 -2.498 -1.166 -0.3170 0.0742 0.6666 0.473
```
Forces are in eV/Å.

## Properties
energy: -9864.283 eV
Kohn-Sham gap (spin up / spin down): 0.419 / 0.304 Ha
HOMO energy (spin up / spin down): -23.550 / -23.875 eV
multiplicity: 2
net charge: +3
ΔE to the lowest compared entry with this formula, charge and spin: 1.511 eV

***

Record 6
This record from OMol25 describes C5H15N3NaO6PS2 as an isolated structure. The level of theory is ωB97M-V/def2-TZVPD.

Structure (XYZ):
```
33
Properties=species:S:1:pos:R:3:forces:R:3:nbo_charge:R:1
N -0.433 -2.670 3.196 -0.5053 0.2511 -0.2222 -1.318
P -1.366 -1.630 2.550 0.2302 -0.4069 0.3246 1.893
O -0.883 -0.088 2.765 -0.3405 -0.1265 -0.0605 -1.011
O -2.833 -1.514 3.192 0.2588 -0.0916 -0.1601 -0.971
S -1.772 -1.844 0.410 -0.8959 -0.0356 0.2334 2.020
O -1.630 -0.507 -0.166 0.0244 -0.2415 0.0934 -1.012
O -3.105 -2.422 0.405 0.8803 0.2866 -0.2417 -0.943
N -0.735 -2.898 -0.131 0.2801 0.3455 -0.1611 -1.216
S 0.817 -2.532 -0.359 0.3270 -0.6450 -0.0741 2.289
O 1.439 -3.738 -0.880 -0.2562 0.6815 0.4695 -0.958
O 1.427 -1.907 0.811 -0.3240 -0.1732 -0.3192 -1.000
C 0.992 -1.324 -1.692 0.2537 0.2958 -0.5261 -0.677
C 1.897 -0.125 -1.344 -0.3374 -0.0909 0.0840 -0.390
C 1.361 0.796 -0.226 0.3178 -0.2708 -0.0520 -0.428
C 1.142 2.268 -0.606 -0.3623 0.0370 0.3476 -0.415
C -0.352 2.597 -0.592 0.0098 -0.2195 -0.7117 -0.160
N -0.987 2.062 -1.792 0.1233 0.7008 0.0359 -0.798
H -0.026 -3.315 2.530 0.1423 0.0097 0.0948 0.409
H 0.059 -0.150 2.941 0.4371 0.0322 0.0216 0.513
H -2.990 -0.649 3.572 -0.0822 0.2644 0.0596 0.502
H 0.021 -1.021 -2.093 0.0136 0.0276 0.3990 0.250
H 1.495 -1.901 -2.472 -0.1216 -0.0240 0.0618 0.244
H 2.014 0.461 -2.264 0.0570 -0.1186 0.0036 0.185
H 2.884 -0.509 -1.074 -0.0716 0.0633 -0.0433 0.222
H 0.414 0.385 0.115 -0.0547 0.0602 0.0686 0.263
H 2.038 0.752 0.630 -0.0636 -0.0434 -0.0995 0.220
H 1.530 2.510 -1.605 0.1222 -0.0604 0.0632 0.179
H 1.659 2.911 0.119 -0.0569 0.0210 -0.1286 0.196
H -0.849 2.194 0.293 0.0547 -0.0048 -0.0472 0.250
H -0.474 3.706 -0.530 -0.1899 -0.3705 0.6175 -0.024
H -0.535 2.421 -2.627 0.1101 -0.2159 -0.0446 0.333
H -1.967 2.308 -1.862 -0.1121 -0.3933 0.1807 0.365
Na -0.251 5.374 -1.216 0.1318 0.4559 -0.2671 0.988
```
Forces are in eV/Å.

## Properties
energy: -57557.695 eV
Kohn-Sham gap: 0.169 Ha
HOMO energy: -7.942 eV

***

Record 7
This record from OMol25 describes a 3-piece molecular cluster, C5H15N3O overall at a distorted geometry. The level of theory is ωB97M-V/def2-TZVPD.

Structure (XYZ):
```
24
Properties=species:S:1:pos:R:3:forces:R:3:nbo_charge:R:1
C 0.055 0.441 -0.028 0.0623 0.6334 0.0638 -0.105
C -1.221 1.080 0.477 0.3328 -0.3064 0.0869 -0.685
C 0.665 1.165 -1.210 0.2097 -0.1880 0.4953 -0.674
N 1.421 1.144 1.564 0.7850 0.7127 0.3874 -0.422
N 0.920 1.068 2.818 -0.2141 -0.1625 0.1776 -0.601
H 1.318 2.113 1.259 -0.1489 -0.1118 -0.0453 0.321
H 0.690 -0.180 0.625 -0.7974 0.0232 -0.9143 0.281
H 1.023 0.143 3.220 -0.0860 0.2014 -0.1307 0.363
H 0.004 1.478 2.998 0.1343 -0.0422 -0.0523 0.345
H -1.071 2.142 0.686 0.1431 0.0483 0.1896 0.200
H -2.007 1.060 -0.275 0.0289 -0.2615 -0.1663 0.247
H -1.593 0.575 1.367 -0.0448 0.0691 0.0863 0.216
H 0.871 2.214 -0.972 0.0952 0.0058 0.1388 0.205
H -0.029 1.209 -2.049 -0.0929 -0.2302 -0.0041 0.226
H 1.600 0.706 -1.527 -0.0077 0.0489 -0.0685 0.220
C 0.689 -2.150 -1.111 0.2161 0.4801 0.1861 -0.674
C -0.580 -1.393 -0.750 -1.7785 -1.8322 -1.3417 0.522
O -1.119 -1.933 0.418 0.3033 0.4567 0.0514 -0.729
N -1.487 -1.067 -1.652 0.7465 0.1086 0.7559 -0.747
H -2.077 -1.821 0.339 0.0701 0.0501 -0.0734 0.487
H -1.071 -0.951 -2.573 0.1255 0.0555 0.0871 0.335
H 1.287 -1.589 -1.823 0.0501 0.0751 -0.0675 0.214
H 1.294 -2.348 -0.225 -0.0367 0.0116 -0.0255 0.223
H 0.418 -3.103 -1.576 -0.0958 0.1543 0.1835 0.233
```
Forces are in eV/Å.

## Properties
energy: -11941.266 eV
Kohn-Sham gap (spin up / spin down): 0.287 / 0.289 Ha
HOMO energy (spin up / spin down): -7.732 / -7.297 eV
ΔE to the lowest compared entry with this formula, charge and spin: 5.483 eV

***

Record 8
This record from OMol25 describes a 2-piece molecular cluster, C5H15N5 overall at a distorted geometry. The level of theory is ωB97M-V/def2-TZVPD.

Structure (XYZ):
```
25
Properties=species:S:1:pos:R:3:forces:R:3:nbo_charge:R:1
C 2.823 0.650 -0.073 0.0598 1.6732 0.8311 0.725
C -1.776 1.595 0.235 -0.2615 0.0390 0.1459 -0.575
C -2.362 -0.827 -0.273 0.1924 0.0407 -0.1163 -0.671
C -0.628 -0.256 1.492 0.1295 -0.2019 -0.2487 -0.599
C -1.251 0.121 0.145 -1.1032 0.1598 0.7434 0.038
N 2.749 1.769 0.257 0.0509 -0.9848 -0.1958 -0.442
N 3.142 -0.567 -0.210 0.9974 -1.0246 -0.7012 -0.422
N -0.221 0.325 -0.792 1.1472 -0.1392 -1.3995 0.084
N 2.389 -1.643 0.290 -0.9119 -0.2887 0.3086 -0.630
N -0.361 -0.058 -1.963 -0.4979 -0.0666 0.3885 -0.324
H -2.553 1.587 0.999 -0.0055 -0.0024 0.0122 0.269
H -1.001 2.290 0.539 0.0945 0.0300 0.0382 0.231
H -2.215 1.924 -0.704 -0.0245 -0.0220 -0.0723 0.234
H -1.966 -1.819 -0.476 -0.0101 -0.2046 -0.0191 0.237
H -2.915 -0.466 -1.139 -0.1182 0.0287 -0.1088 0.230
H -3.083 -0.921 0.534 -0.0111 0.0245 0.0558 0.281
H 0.101 0.481 1.815 0.0778 0.1325 0.0552 0.221
H -1.413 -0.323 2.239 -0.0674 0.0632 0.0272 0.263
H -0.148 -1.229 1.412 -0.0152 -0.0880 0.0696 0.226
H 2.410 2.704 0.115 -0.1276 0.2201 -0.1709 0.488
H 3.973 -0.773 -0.777 -0.1821 0.1134 0.3054 0.469
H 2.373 -1.637 1.309 0.3633 0.1019 -0.1309 0.399
H 0.336 0.186 -2.666 0.0741 0.0395 0.1667 0.429
H -1.187 -0.587 -2.282 0.0659 0.0871 0.1596 0.424
H 2.784 -2.526 -0.025 0.0833 0.2691 -0.1438 0.415
```
Forces are in eV/Å.

## Properties
energy: -12858.568 eV
Kohn-Sham gap: 0.340 Ha
HOMO energy: -18.089 eV
net charge: +2
ΔE to the lowest compared entry with this formula, charge and spin: 1.343 eV

***

Repeat the fifth record exactly.
This record from OMol25 describes an isolated ion of composition C5H15N3 and charge +3 at a distorted geometry. The level of theory is ωB97M-V/def2-TZVPD.

Structure (XYZ):
```
23
Properties=species:S:1:pos:R:3:forces:R:3:nbo_charge:R:1
C 2.167 -0.741 0.611 0.4505 -0.0985 -2.7487 -0.628
C 0.994 -1.047 -0.401 1.6218 -1.0038 -0.1082 -0.041
C -0.402 -0.967 0.228 -2.6772 -2.4447 1.7277 -0.551
C -0.888 0.436 0.453 0.5646 0.8689 3.1346 0.299
C -1.010 1.286 -0.656 2.6277 -2.4534 -4.3793 0.125
N -1.524 2.572 -0.874 0.2575 2.9365 1.9456 -0.739
N -1.034 0.964 1.693 -0.4569 0.1736 -0.9422 -0.526
N 1.350 -2.447 -0.928 -0.4519 -0.5269 0.9135 -0.693
H 2.567 0.230 0.332 0.2649 0.1026 0.0830 0.261
H 1.803 -0.647 1.581 -0.2524 -0.3817 1.8787 0.234
H 3.011 -1.487 0.447 -1.0966 1.0126 0.7976 0.264
H 1.124 -0.426 -1.274 -0.2227 0.3136 -0.2408 0.227
H -0.411 -1.531 1.211 0.6508 1.1306 -0.4132 0.295
H -1.386 -1.610 -0.064 2.2483 1.4629 -0.9359 0.351
H -0.517 0.891 -1.663 -1.3683 0.6217 2.2958 0.277
H -1.007 3.259 -1.533 -1.0204 -1.5422 0.2597 0.536
H -1.541 3.127 -0.004 0.4046 0.3124 0.2440 0.462
H -2.532 2.518 -0.963 -1.0815 0.1471 -1.4650 0.504
H -0.933 0.598 2.675 0.1234 -0.5703 -1.3904 0.504
H -1.335 1.940 1.754 0.0157 -0.2654 0.1710 0.419
H 0.949 -2.658 -1.856 -0.7373 -0.5113 0.6866 0.470
H 1.139 -3.136 -0.115 0.4525 0.6415 -2.1807 0.479
H 2.360 -2.498 -1.166 -0.3170 0.0742 0.6666 0.473
```
Forces are in eV/Å.

## Properties
energy: -9864.283 eV
Kohn-Sham gap (spin up / spin down): 0.419 / 0.304 Ha
HOMO energy (spin up / spin down): -23.550 / -23.875 eV
multiplicity: 2
net charge: +3
ΔE to the lowest compared entry with this formula, charge and spin: 1.511 eV